108
Properties=species:S:1:pos:R:3:forces:R:3:mulliken_charge:R:1 method="wB97M-V/def2-TZVPD" relative_energy_kj_mol=0.0 homo_ev=-7.3 lumo_ev=0.195 e_tot_ha=-3946.07022 max_force_ev_per_a=0.89
Ir -0.1127 0.4618 -0.0063 0.4609 -0.0397 -0.7645 2.531
C 2.7684 -0.9822 -0.7472 -0.0443 0.0559 0.0060 -1.284
P 1.8283 0.3589 -1.5931 -0.0332 0.2669 0.1257 0.994
C 3.1045 1.6568 -1.6953 0.0524 -0.0385 -0.0133 1.287
C 3.5200 2.2559 -0.5056 -0.0293 0.0113 0.0396 -0.204
C 4.5191 3.2175 -0.5222 -0.0171 0.0013 0.0033 -0.817
C 5.1030 3.5972 -1.7226 -0.0046 -0.0089 -0.0219 -0.753
C 4.6922 3.0056 -2.9098 0.0084 0.0112 0.0210 -0.759
C 3.7016 2.0336 -2.8973 -0.0545 0.0349 -0.0085 -0.727
C 1.6276 -0.2612 -3.2982 -0.0224 -0.0415 0.0107 0.713
C 2.2696 -1.4415 -3.6779 0.0537 0.0297 -0.0031 -0.926
C 2.0998 -1.9640 -4.9511 0.0096 0.0091 -0.0027 -0.915
C 1.2824 -1.3170 -5.8659 -0.0124 0.0049 -0.0124 -0.813
C 0.6460 -0.1407 -5.5026 0.0110 -0.0118 0.0056 -0.929
C 0.8174 0.3820 -4.2293 -0.0114 -0.0156 0.0080 0.115
C 2.6926 -0.6369 0.6933 -0.0495 -0.1760 0.0254 -0.286
C 3.5996 -0.6822 1.7292 0.0757 0.0879 -0.0117 -1.181
C 2.9700 -0.0761 2.8453 0.0861 0.1292 0.0194 -1.459
C 1.7131 0.3085 2.4314 -0.0962 -0.0890 -0.0058 0.528
C 0.5860 1.0324 3.0797 -0.0498 0.0150 -0.0005 -1.041
P -0.2304 1.9669 1.7201 0.1575 0.1094 0.0905 1.129
C 0.6957 3.5345 1.6700 0.0260 0.0206 0.1768 0.753
C 1.2158 4.1497 2.8132 0.0523 -0.0793 -0.0380 -0.786
C 1.8954 5.3520 2.7133 0.0038 0.0335 -0.0400 -0.886
C 2.0634 5.9615 1.4739 0.0187 0.0086 0.0462 -0.886
C 1.5665 5.3515 0.3351 -0.0154 -0.0381 -0.0224 -0.666
C 0.8962 4.1406 0.4412 -0.0499 0.0675 -0.0379 0.437
C -1.8713 2.3664 2.4179 -0.0231 0.0016 -0.0695 1.428
C -2.9906 1.6174 2.0530 0.0177 -0.0113 0.0753 0.318
C -4.2180 1.8598 2.6511 -0.0066 -0.0339 0.0007 -0.841
C -4.3498 2.8611 3.5999 0.0152 0.0021 0.0051 -0.762
C -3.2489 3.6328 3.9440 0.0026 0.0046 -0.0067 -0.885
C -2.0173 3.3876 3.3555 0.0271 -0.0092 0.0305 -0.710
N 1.5401 -0.0585 1.1266 -0.1453 -0.1684 0.1149 0.983
H 3.7948 -0.9874 -1.1152 0.0142 -0.0227 0.0170 0.599
H 2.2917 -1.9373 -0.9688 -0.0322 0.0077 -0.0376 0.559
H 3.0675 1.9683 0.4372 -0.0065 0.0182 0.0031 0.051
H 4.8341 3.6737 0.4076 -0.0019 -0.0014 -0.0013 0.513
H 5.8794 4.3518 -1.7339 -0.0067 -0.0030 0.0010 0.408
H 5.1469 3.2950 -3.8490 0.0012 0.0005 0.0084 0.459
H 3.3906 1.5741 -3.8274 -0.0029 -0.0151 0.0049 0.403
H 2.9111 -1.9647 -2.9836 -0.0083 -0.0110 -0.0338 0.436
H 2.6072 -2.8800 -5.2264 -0.0047 0.0031 0.0125 0.456
H 1.1401 -1.7299 -6.8565 0.0039 0.0047 0.0038 0.416
H -0.0053 0.3678 -6.2010 0.0077 -0.0020 0.0028 0.511
H 0.2988 1.2917 -3.9724 -0.0047 -0.0090 0.0090 0.244
H 4.6065 -1.0654 1.6732 -0.0139 -0.0197 0.0194 0.540
H 3.3919 0.0864 3.8247 -0.0023 -0.0286 -0.0020 0.510
H 0.9064 1.6995 3.8778 0.0297 -0.0372 -0.0008 0.637
H -0.1613 0.3537 3.4982 -0.0311 0.0113 0.0058 0.420
H 1.1153 3.6874 3.7864 -0.0286 0.0378 -0.0059 0.323
H 2.2984 5.8151 3.6049 -0.0022 -0.0014 -0.0033 0.428
H 2.5910 6.9042 1.4025 0.0024 -0.0073 -0.0005 0.415
H 1.7051 5.7994 -0.6413 0.0003 0.0009 0.0062 0.552
H 0.5301 3.6500 -0.4449 -0.0060 0.0182 -0.0002 -0.623
H -2.9247 0.8636 1.2803 -0.0267 -0.0148 0.0280 -0.461
H -5.0761 1.2735 2.3484 0.0111 -0.0034 0.0023 0.511
H -5.3115 3.0537 4.0588 0.0008 -0.0012 -0.0008 0.416
H -3.3448 4.4303 4.6700 -0.0048 -0.0043 -0.0025 0.452
H -1.1790 4.0138 3.6275 0.0437 -0.0047 -0.0056 0.344
O -0.1264 -1.2692 -1.2296 -0.1644 0.2134 -0.1032 -1.104
N -0.7890 -2.3445 -0.7620 0.0620 -0.0310 0.0424 0.027
C -0.8624 -3.3916 -1.6131 0.0545 -0.0175 0.0413 -0.376
C -1.4797 -4.5462 -1.2382 0.0238 0.0216 -0.0252 -0.775
C -2.0614 -4.6075 0.0311 -0.0011 -0.0133 0.0568 -0.400
C -2.0034 -3.5197 0.8591 0.0079 -0.0008 -0.0038 -0.993
C -1.3540 -2.3443 0.4508 0.0168 -0.0485 0.0095 1.072
S -1.2649 -0.9727 1.4743 -0.1873 0.0974 0.0903 -0.470
H -0.4080 -3.2031 -2.5744 -0.0011 -0.0201 0.0004 0.379
H -1.5382 -5.3686 -1.9346 0.0060 0.0035 0.0035 0.433
H -2.5729 -5.5038 0.3548 -0.0001 0.0077 -0.0089 0.389
H -2.4614 -3.5256 1.8375 -0.0099 0.0117 -0.0137 0.509
O -3.5453 -2.2857 -1.7500 -0.1171 -0.0264 -0.1356 -0.829
C -3.2496 -1.0874 -1.7560 0.0440 0.2013 0.2717 0.013
O -3.1088 -0.3182 -0.7583 -0.0026 0.1003 -0.3529 -0.527
C -3.0035 -0.3952 -3.0842 0.0099 -0.0299 0.0910 -0.025
C -3.4260 -1.0160 -4.2525 -0.0116 0.0114 -0.0228 -0.829
C -3.3128 -0.3742 -5.4731 0.0001 0.0025 0.0136 -0.887
C -2.7524 0.8936 -5.5195 -0.0015 -0.0050 -0.0239 -0.725
C -2.2944 1.5015 -4.3607 0.0398 0.0106 0.0373 -0.813
C -2.4136 0.8715 -3.1179 -0.0080 -0.1189 0.0736 0.979
P -1.8050 1.6506 -1.5451 -0.2792 -0.3598 0.2921 2.619
C -1.0878 3.2055 -2.3298 0.2032 -0.1552 0.0234 0.177
C -1.8913 4.2736 -2.7420 -0.0886 -0.0260 -0.0778 -0.457
C -1.3525 5.3682 -3.4011 -0.0101 -0.0108 0.0087 -0.971
C 0.0078 5.4301 -3.6757 0.0234 -0.0066 0.0013 -0.953
C 0.8225 4.3805 -3.2847 -0.0164 0.0256 0.0081 -0.677
C 0.2671 3.2930 -2.6227 -0.0193 0.0709 -0.0670 0.420
C -3.2502 2.5250 -0.8181 -0.0374 -0.0188 0.0123 0.406
C -4.5647 2.1383 -1.0481 0.0416 0.0240 -0.0190 -0.487
C -5.6169 2.8811 -0.5279 0.0039 0.0224 0.0111 -0.803
C -5.3690 4.0158 0.2310 -0.0159 -0.0078 -0.0230 -0.786
C -4.0600 4.4113 0.4650 0.0523 0.0153 -0.0374 -1.003
C -3.0136 3.6708 -0.0597 -0.0107 0.0420 -0.0226 0.376
H -3.8638 -2.0016 -4.1614 0.0064 0.0001 0.0157 0.574
H -3.6653 -0.8496 -6.3801 0.0057 -0.0069 0.0054 0.398
H -2.6598 1.4150 -6.4649 -0.0020 0.0119 0.0142 0.513
H -1.8329 2.4730 -4.4520 -0.0061 0.0328 0.0239 0.253
H -2.9590 4.2474 -2.5699 0.0163 0.0102 0.0002 0.589
H -2.0038 6.1770 -3.7081 -0.0040 -0.0089 0.0071 0.426
H 0.4238 6.2891 -4.1870 -0.0017 -0.0067 -0.0024 0.408
H 1.8890 4.3976 -3.4771 -0.0051 0.0045 0.0016 0.488
H 0.9280 2.5095 -2.2983 0.0130 -0.0067 0.0262 -0.713
H -4.7749 1.2569 -1.6336 0.0329 -0.0665 -0.0101 0.252
H -6.6352 2.5665 -0.7199 0.0064 0.0050 0.0000 0.392
H -6.1922 4.5906 0.6375 0.0059 -0.0078 -0.0006 0.389
H -3.8492 5.2919 1.0589 -0.0033 -0.0075 -0.0025 0.445
H -1.9963 4.0053 0.1163 -0.0165 0.0021 -0.0061 0.457